[1]
Density functional theory data (wB97M-V/def2-TZVPD) for the molecule C4H5OP at a distorted geometry.

For the energy above the lowest of the compared OMol25 structures with the same formula, charge and spin, the calculation gives 2.282 eV. The LUMO energy (alpha / beta) is -1.283 / -1.257 eV. The calculation puts the molecular weight at 100.06 u. As for the total charge: 0.

Each line ends with the Löwdin charge.
Element x y z (Å)
C1 -1.51 0.56 -0.15  0.043
C2 -1.59 1.52 0.96  -0.707
C3 -0.13 -0.04 -0.27  -0.278
C4 0.81 0.35 0.86  -0.415
O1 -2.49 2.22 1.39  -0.074
P1 -0.03 1.70 1.83  1.044
H1 -2.19 0.30 -0.85  0.072
H2 -0.27 -1.09 -0.32  0.105
H3 0.19 0.30 -1.15  0.071
H4 0.60 -0.55 1.51  0.093
H5 1.82 0.62 0.68  0.046



[2]
Density functional theory data (wB97M-V/def2-TZVPD) for a structure of composition C40H50N10 at a distorted geometry.

For the energy above the lowest of the compared OMol25 structures with the same formula, charge and spin, the calculation gives 23.606 eV. The LUMO energy is 0.496 eV. The calculation puts the molecular weight at 670.91 u. As for the total charge: 0.

Each line ends with the Löwdin charge.
Element x y z (Å)
N1 -1.20 -0.63 -0.27  0.030
C1 -0.56 0.36 0.47  -0.023
C2 0.78 0.74 -0.40  0.017
C3 0.71 -0.15 -1.55  -0.069
C4 -0.45 -1.05 -1.41  -0.079
H1 -1.96 -1.17 0.14  0.106
H2 -0.76 0.52 1.34  -0.063
H3 1.36 1.51 -0.12  -0.030
H4 1.40 -0.40 -2.25  0.028
H5 -0.88 -1.69 -1.97  0.040
N2 0.83 4.37 1.79  -0.074
C5 -0.18 5.25 1.97  -0.177
C6 -0.82 5.37 0.66  -0.106
C7 -0.20 4.32 -0.24  -0.046
C8 0.95 3.70 0.57  -0.070
H6 1.39 4.12 2.51  0.084
H7 -0.43 5.70 3.23  0.196
H8 -1.69 6.09 0.34  0.107
H9 -0.57 4.19 -1.16  0.011
H10 1.83 2.98 0.22  0.127
N3 -1.87 1.09 -2.14  -0.006
C9 -2.35 2.23 -1.61  -0.121
C10 -3.21 2.80 -2.66  -0.067
C11 -3.30 1.87 -3.86  -0.042
C12 -2.45 0.84 -3.36  -0.150
H11 -1.28 0.51 -1.53  0.029
H12 -2.13 2.36 -0.60  0.050
H13 -3.85 3.60 -2.59  0.023
H14 -3.78 1.78 -4.79  0.059
H15 -2.24 -0.03 -3.83  0.057
N4 4.49 -0.77 2.85  -0.015
C13 3.47 -0.98 1.84  -0.122
C14 3.92 -0.61 0.54  -0.153
C15 5.31 -0.36 0.65  -0.115
C16 5.73 -0.36 2.14  -0.054
H16 4.30 -0.91 3.81  0.100
H17 2.44 -1.34 2.28  0.100
H18 3.17 -0.60 -0.24  0.063
H19 6.06 -0.12 -0.23  0.111
H20 6.64 -0.20 2.72  0.070
N5 1.73 -4.68 0.84  -0.048
C17 1.11 -5.76 1.38  -0.136
C18 -0.34 -5.69 0.94  -0.073
C19 -0.45 -4.55 0.00  -0.062
C20 0.93 -3.96 -0.04  -0.132
H21 2.66 -4.41 1.24  0.164
H22 1.67 -6.59 1.95  0.119
H23 -1.14 -6.41 0.95  0.054
H24 -1.15 -4.09 -0.60  0.031
H25 1.25 -3.06 -0.54  0.067
N6 2.20 -3.21 -3.63  -0.051
C21 2.27 -2.03 -4.28  -0.081
C22 3.52 -1.36 -3.75  -0.046
C23 4.04 -2.22 -2.73  -0.078
C24 3.10 -3.43 -2.58  -0.089
H26 1.46 -3.74 -4.05  0.140
H27 1.67 -1.84 -5.04  0.050
H28 4.10 -0.68 -4.00  -0.021
H29 4.99 -2.15 -2.13  0.087
H30 3.05 -4.44 -1.95  0.130
N7 -0.29 -1.43 5.27  0.019
C25 -0.26 -2.29 4.16  -0.007
C26 0.00 -1.41 2.91  -0.055
C27 -0.07 -0.02 3.46  -0.106
C28 -0.31 -0.06 4.95  -0.082
H31 -0.39 -1.73 6.07  0.025
H32 -0.28 -3.22 4.33  0.026
H33 -0.03 -1.89 1.96  0.054
H34 -0.07 1.05 3.11  0.087
H35 -0.50 0.79 5.67  0.122
N8 -3.90 -0.41 1.43  -0.092
C29 -4.69 -0.75 0.37  -0.116
C30 -4.59 -2.22 0.15  -0.018
C31 -3.69 -2.63 1.38  -0.045
C32 -3.22 -1.44 2.09  -0.090
H36 -3.87 0.53 1.81  -0.008
H37 -4.93 0.00 -0.30  0.075
H38 -4.97 -2.79 -0.72  0.069
H39 -3.36 -3.55 1.58  0.011
H40 -2.71 -1.23 2.94  0.047
N9 2.19 3.02 -5.47  -0.032
C33 3.58 2.97 -5.12  -0.071
C34 3.70 2.61 -3.63  -0.066
C35 2.38 2.31 -3.15  -0.028
C36 1.41 2.56 -4.44  -0.060
H41 1.91 3.49 -6.30  0.129
H42 4.34 3.33 -5.74  0.057
H43 4.33 2.68 -2.97  -0.028
H44 1.76 1.84 -2.29  0.066
H45 0.36 2.59 -4.54  0.063
N10 -5.01 1.74 2.28  -0.064
C37 -4.62 0.92 3.41  -0.072
C38 -3.15 1.06 3.40  -0.100
C39 -2.59 2.04 2.33  -0.002
C40 -3.91 2.45 1.69  -0.083
H46 -6.03 1.85 1.95  0.183
H47 -5.50 0.32 3.77  0.141
H48 -2.55 0.65 4.12  0.016
H49 -1.65 2.40 2.00  0.048
H50 -4.12 3.27 0.87  0.140



[3]
Density functional theory data (wB97M-V/def2-TZVPD) for a cluster of 10 separate species, C12H44O10 in total at a distorted geometry.

The SMILES is CCO.CCO.CO.CO.CO.CO.CO.CO.CO.CO. For the energy above the lowest of the compared OMol25 structures with the same formula, charge and spin, the calculation gives 6.654 eV. The LUMO energy is 0.270 eV. The calculation puts the molecular weight at 348.47 u. As for the total charge: 0.

Each line ends with the Löwdin charge.
Element x y z (Å)
C1 0.45 -0.16 0.08  -0.115
O1 -0.42 0.68 0.84  -0.130
H1 -0.09 -1.01 -0.33  0.050
H2 0.84 0.35 -0.80  0.076
H3 1.27 -0.58 0.67  0.056
H4 -0.92 1.28 0.28  0.019
C2 -3.13 2.22 -1.17  -0.112
O2 -1.80 1.75 -1.17  -0.143
H5 -3.39 2.57 -2.17  0.093
H6 -3.70 1.39 -0.74  0.087
H7 -3.17 3.00 -0.42  0.068
H8 -1.84 0.94 -1.68  0.021
C3 -3.22 -0.67 1.85  -0.179
O3 -4.42 -1.16 2.35  -0.101
H9 -2.54 -1.50 1.63  0.081
H10 -3.22 0.02 1.01  0.064
H11 -2.82 -0.03 2.64  0.072
H12 -4.23 -1.73 3.10  0.083
C4 -1.78 5.50 1.09  -0.139
O4 -1.27 4.22 0.90  -0.123
H13 -2.45 5.54 1.95  0.081
H14 -1.04 6.28 1.28  0.089
H15 -2.31 5.83 0.19  0.080
H16 -1.95 3.59 0.64  0.048
C5 1.79 3.24 2.13  -0.142
O5 1.42 3.96 0.91  -0.134
H17 1.30 3.48 3.07  0.068
H18 1.67 2.16 2.04  0.050
H19 2.82 3.45 2.40  0.067
H20 0.48 3.89 0.73  0.008
C6 0.52 -0.77 4.36  -0.205
O6 -0.27 0.31 4.18  -0.096
H21 0.57 -1.11 5.40  0.083
H22 0.14 -1.64 3.82  0.074
H23 1.47 -0.60 3.86  0.064
H24 -0.80 0.19 3.38  0.042
C7 -2.00 -0.10 -3.66  -0.111
O7 -2.04 -0.74 -2.39  -0.142
H25 -0.96 -0.28 -3.92  0.082
H26 -2.68 -0.56 -4.37  0.087
H27 -2.24 0.97 -3.61  0.079
H28 -1.77 -1.65 -2.46  0.065
C8 3.48 -1.50 1.91  -0.188
O8 3.52 -0.10 2.11  -0.119
H29 2.48 -1.87 2.12  0.062
H30 3.88 -1.88 0.97  0.078
H31 4.10 -1.86 2.73  0.079
H32 4.41 0.05 1.77  0.078
C9 0.88 -4.45 -1.23  -0.080
C10 -0.58 -4.56 -0.82  -0.309
O9 -1.12 -3.25 -0.90  -0.098
H33 0.92 -4.34 -2.31  0.069
H34 1.35 -5.42 -1.07  0.075
H35 1.49 -3.65 -0.81  0.072
H36 -0.78 -4.98 0.16  0.115
H37 -1.07 -5.15 -1.60  0.112
H38 -2.05 -3.42 -0.74  0.087
C11 2.39 -1.25 -3.66  -0.097
C12 3.03 -0.21 -2.85  -0.342
O10 4.27 0.15 -3.43  -0.081
H39 2.83 -2.24 -3.53  0.076
H40 2.49 -1.00 -4.72  0.085
H41 1.32 -1.39 -3.51  0.060
H42 3.15 -0.41 -1.79  0.104
H43 2.52 0.75 -2.94  0.118
H44 4.80 -0.56 -3.78  0.080



[4]
Density functional theory data (wB97M-V/def2-TZVPD) for the molecule C20H17NO7S at a distorted geometry.

The SMILES is CCOC(=O)[C@H](C)N1C(=O)S/C(=C\c2ccc(-c3ccccc3C(=O)O)o2)C1=O. The LUMO energy is -0.872 eV. The calculation puts the molecular weight at 415.42 u. As for the total charge: 0.

Each line ends with the Löwdin charge.
Element x y z (Å)
C1 3.67 -2.21 0.87  -0.055
C2 3.52 -3.21 2.01  -0.196
H1 3.91 -2.80 2.95  0.125
H2 4.03 -4.15 1.77  0.119
O1 2.14 -3.48 2.24  0.002
C3 1.63 -4.60 1.73  -0.459
O2 2.26 -5.47 1.20  0.138
C4 0.12 -4.67 1.98  -0.192
N1 -0.44 -3.32 1.90  0.022
C5 -1.16 -2.80 2.93  -0.693
O3 -1.46 -3.35 3.95  0.068
S1 -1.61 -1.12 2.53  1.116
C6 -0.78 -1.20 0.99  -0.407
C7 -0.67 -0.23 0.05  0.019
C8 -1.20 1.09 0.10  -0.242
C9 -1.94 1.77 1.05  0.004
C10 -2.16 3.05 0.52  0.017
C11 -1.54 3.09 -0.71  -0.198
C12 -1.46 4.15 -1.69  -0.086
C13 -2.43 5.14 -1.72  -0.010
C14 -2.42 6.12 -2.69  -0.066
C15 -1.44 6.12 -3.67  -0.064
C16 -0.46 5.14 -3.66  -0.004
C17 -0.44 4.17 -2.66  -0.073
C18 0.69 3.21 -2.66  -0.494
O4 1.05 2.57 -3.62  0.132
O5 1.34 3.18 -1.49  0.127
H3 2.08 2.56 -1.53  0.140
H4 0.32 5.13 -4.41  0.125
H5 -1.43 6.87 -4.44  0.106
H6 -3.18 6.89 -2.70  0.107
H7 -3.22 5.13 -0.98  0.114
O6 -0.96 1.90 -0.96  0.095
H8 -2.69 3.85 1.00  0.115
H9 -2.28 1.40 1.99  0.072
H10 -0.11 -0.48 -0.84  0.142
C19 -0.16 -2.51 0.81  -0.437
O7 0.49 -2.86 -0.14  0.124
C20 -0.55 -5.61 0.99  -0.007
H11 -0.07 -6.58 1.05  0.088
H12 -0.45 -5.23 -0.02  0.087
H13 -1.61 -5.72 1.23  0.089
H14 -0.04 -5.01 3.01  0.165
H15 3.20 -1.27 1.13  0.076
H16 4.72 -2.04 0.67  0.077
H17 3.19 -2.61 -0.03  0.076



Number 1: DFT total energy -15561.733 eV. Number 2: DFT total energy -57166.638 eV. Number 3: DFT total energy -33626.902 eV. Number 4: DFT total energy -47675.078 eV.